[1]
DFT (the ωB97M-V functional and the def2-TZVPD basis) results for one molecule with the formula C19H28N2O4.

Last columns: bonded neighbours and bond lengths (Å).
Geometry (Å):
1 C -5.4141 -0.1289 2.5026  C2 1.523, H51 1.087, H52 1.087, H53 1.088
2 C -4.6021 0.6777 1.4975  C1 1.523, H3 1.092, H4 1.092, C5 1.536
3 H -3.5378 0.5170 1.6828  C2 1.092
4 H -4.8001 1.7437 1.6256  C2 1.092
5 C -4.9066 0.2939 0.0419  C2 1.536, C6 1.525, H10 1.099, O11 1.423
6 C -6.2430 0.8549 -0.4335  C5 1.525, H7 1.087, H8 1.087, H9 1.085
7 H -6.4109 0.5769 -1.4706  C6 1.087
8 H -6.2318 1.9394 -0.3645  C6 1.087
9 H -7.0546 0.4642 0.1721  C6 1.085
10 H -4.9238 -0.8009 -0.0567  C5 1.099
11 O -3.9244 0.8338 -0.8343  C5 1.423, C12 1.356
12 C -2.7177 0.2304 -0.9713  O11 1.356, C13 1.386, C17 1.399
13 C -2.3040 -0.9112 -0.3025  C12 1.386, C14 1.396, H50 1.077
14 C -1.0408 -1.4580 -0.5375  C13 1.396, C15 1.389, O21 1.365
15 C -0.1830 -0.8524 -1.4472  C14 1.389, C16 1.388, H20 1.077
16 C -0.6040 0.2913 -2.1109  C15 1.388, C17 1.376, H19 1.080
17 C -1.8462 0.8375 -1.8822  C12 1.399, C16 1.376, H18 1.078
18 H -2.1761 1.7253 -2.3966  C17 1.078
19 H 0.0624 0.7551 -2.8232  C16 1.080
20 H 0.7964 -1.2470 -1.6611  C15 1.077
21 O -0.7727 -2.5890 0.1778  C14 1.365, C22 1.412
22 C 0.5307 -3.1303 0.1316  O21 1.412, C23 1.534, H48 1.093, H49 1.097
23 C 1.5419 -2.2589 0.8865  C22 1.534, C24 1.526, H46 1.091, H47 1.093
24 C 2.9728 -2.4568 0.3932  C23 1.526, H25 1.092, C26 1.530, H45 1.090
25 H 2.9914 -2.4747 -0.6982  C24 1.092
26 C 3.8901 -1.3248 0.8599  C24 1.530, N27 1.447, H43 1.093, H44 1.093
27 N 3.4186 -0.0422 0.3829  C26 1.447, C28 1.363, C32 1.404
28 C 2.9305 0.9405 1.1916  N27 1.363, O29 1.205, C30 1.532
29 O 2.8846 0.9155 2.3950  C28 1.205
30 C 2.4649 2.0759 0.2750  C28 1.532, N31 1.444, C35 1.530, C39 1.529
31 N 2.7665 1.5235 -1.0250  C30 1.444, C32 1.351, H34 1.005
32 C 3.3103 0.2878 -0.9773  N27 1.404, N31 1.351, O33 1.204
33 O 3.6482 -0.4106 -1.8974  C32 1.204
34 H 2.5541 1.9880 -1.8901  N31 1.005
35 C 3.2786 3.3403 0.5576  C30 1.530, H36 1.087, H37 1.088, H38 1.086
36 H 2.9343 4.1586 -0.0704  C35 1.087
37 H 4.3334 3.1627 0.3600  C35 1.088
38 H 3.1603 3.6173 1.6014  C35 1.086
39 C 0.9674 2.3231 0.4633  C30 1.529, H40 1.087, H41 1.087, H42 1.088
40 H 0.7701 2.5439 1.5087  C39 1.087
41 H 0.6434 3.1633 -0.1461  C39 1.087
42 H 0.3944 1.4445 0.1737  C39 1.088
43 H 4.9023 -1.4889 0.4802  C26 1.093
44 H 3.9110 -1.2573 1.9502  C26 1.093
45 H 3.3724 -3.4055 0.7528  C24 1.090
46 H 1.4790 -2.4598 1.9568  C23 1.091
47 H 1.2523 -1.2157 0.7390  C23 1.093
48 H 0.4389 -4.1150 0.5961  C22 1.093
49 H 0.8476 -3.2721 -0.9093  C22 1.097
50 H -2.9277 -1.4235 0.4110  C13 1.077
51 H -5.1318 0.1458 3.5159  C1 1.087
52 H -6.4789 0.0551 2.3851  C1 1.087
53 H -5.2335 -1.1942 2.3748  C1 1.088

Calculated values
HOMO-LUMO gap: 9.06 eV
energy above the lowest of the compared OMol25 structures with the same formula, charge and spin: 3.7 kJ/mol
2S+1: 1
total energy: -31329.3975 eV
M: 348.44 u
max |F|: 0.57 eV/Å

***

[2]
DFT (the ωB97M-V functional and the def2-TZVPD basis) results for one molecule with the formula C19H28N2O5S.

Last columns: bonded neighbours and bond lengths (Å).
Geometry (Å):
1 C -4.8937 -3.6576 0.7158  H2 1.094, O3 1.408, H54 1.094, H55 1.089
2 H -4.0552 -3.9765 1.3425  C1 1.094
3 O -5.0561 -2.2588 0.7406  C1 1.408, C4 1.357
4 C -4.0499 -1.4727 0.2823  O3 1.357, C5 1.391, C9 1.410
5 C -2.8395 -1.9498 -0.2098  C4 1.391, C6 1.386, H53 1.078
6 C -1.8741 -1.0606 -0.6555  C5 1.386, C7 1.377, H52 1.079
7 C -2.1209 0.2936 -0.6064  C6 1.377, C8 1.384, S15 1.782
8 C -3.3215 0.7803 -0.1186  C7 1.384, C9 1.381, H14 1.078
9 C -4.2997 -0.0858 0.3282  C4 1.410, C8 1.381, C10 1.495
10 C -5.6111 0.4009 0.8564  C9 1.495, H11 1.089, H12 1.089, H13 1.086
11 H -5.7486 0.0648 1.8828  C10 1.089
12 H -6.4270 -0.0158 0.2685  C10 1.089
13 H -5.6613 1.4849 0.8225  C10 1.086
14 H -3.4767 1.8473 -0.1061  C8 1.078
15 S -0.8861 1.4633 -1.1391  C7 1.782, O16 1.443, O17 1.432, N18 1.681
16 O 0.2130 0.7254 -1.7131  S15 1.443
17 O -1.4932 2.4881 -1.9349  S15 1.432
18 N -0.4865 2.1426 0.3455  S15 1.681, C19 1.444, C44 1.449
19 C 0.3976 1.3069 1.1238  N18 1.444, H20 1.092, C21 1.536, H51 1.095
20 H 0.0433 0.2794 1.0176  C19 1.092
21 C 1.8533 1.4518 0.6554  C19 1.536, C22 1.522, H41 1.095, C42 1.527
22 C 2.7622 0.4981 1.4178  C21 1.522, O23 1.214, N24 1.351
23 O 3.5975 0.8482 2.2256  C22 1.214
24 N 2.5186 -0.7954 1.1125  C22 1.351, H25 1.010, C26 1.440
25 H 1.8904 -1.0166 0.3538  N24 1.010
26 C 3.3522 -1.8891 1.5413  N24 1.440, H27 1.095, C28 1.536, H40 1.091
27 H 2.7442 -2.6336 2.0652  C26 1.095
28 C 4.0079 -2.5519 0.3207  C26 1.536, H29 1.100, C30 1.542, O36 1.425
29 H 4.6115 -3.4040 0.6652  C28 1.100
30 C 4.8562 -1.5695 -0.5117  C28 1.542, H31 1.090, C32 1.530, H39 1.088
31 H 5.8196 -2.0175 -0.7545  C30 1.090
32 C 4.0283 -1.3584 -1.7812  C30 1.530, H33 1.090, C34 1.527, H38 1.087
33 H 3.3361 -0.5243 -1.6644  C32 1.090
34 C 3.2545 -2.6722 -1.8643  C32 1.527, H35 1.100, O36 1.414, H37 1.091
35 H 3.8674 -3.4540 -2.3370  C34 1.100
36 O 2.9670 -3.0299 -0.5271  C28 1.425, C34 1.414
37 H 2.3069 -2.5892 -2.3986  C34 1.091
38 H 4.6414 -1.1846 -2.6621  C32 1.087
39 H 5.0314 -0.6429 0.0306  C30 1.088
40 H 4.1084 -1.4903 2.2195  C26 1.091
41 H 1.8801 1.1772 -0.4041  C21 1.095
42 C 2.2663 2.9154 0.7954  C21 1.527, C43 1.528, H49 1.091, H50 1.092
43 C 1.3324 3.7745 -0.0553  C42 1.528, C44 1.529, H47 1.093, H48 1.091
44 C -0.1234 3.5456 0.3539  N18 1.449, C43 1.529, H45 1.090, H46 1.095
45 H -0.8022 4.0438 -0.3388  C44 1.090
46 H -0.2987 3.9234 1.3669  C44 1.095
47 H 1.4439 3.5014 -1.1072  C43 1.093
48 H 1.5777 4.8318 0.0545  C43 1.091
49 H 3.3014 3.0410 0.4741  C42 1.091
50 H 2.2072 3.2101 1.8453  C42 1.092
51 H 0.3120 1.5998 2.1754  C19 1.095
52 H -0.9352 -1.4123 -1.0527  C6 1.079
53 H -2.6371 -3.0077 -0.2537  C5 1.078
54 H -4.7490 -4.0273 -0.3038  C1 1.094
55 H -5.8191 -4.0664 1.1185  C1 1.089

Calculated values
HOMO-LUMO gap: 9.49 eV
energy above the lowest of the compared OMol25 structures with the same formula, charge and spin: 116.2 kJ/mol
2S+1: 1
total energy: -44210.5713 eV
M: 396.51 u
max |F|: 1.00 eV/Å

***

[3]
DFT (the ωB97M-V functional and the def2-TZVPD basis) results for a 5-piece molecular cluster, C19H28O15 overall.

Last columns: bonded neighbours and bond lengths (Å).
Geometry (Å):
1 C -6.2903 -18.8658 1.6332  C2 1.520, O6 1.358, H7 1.090, H8 1.090
2 C -5.8692 -18.5925 3.0676  C1 1.520, O3 1.385, H9 1.090, H10 1.090
3 O -5.6354 -17.2383 2.8982  C2 1.385, C4 1.360
4 C -6.4625 -16.7582 1.9313  O3 1.360, O5 1.228, O6 1.342
5 O -6.7527 -15.5690 1.8305  C4 1.228
6 O -6.8668 -17.7480 1.1211  C1 1.358, C4 1.342
7 H -6.9229 -19.7510 1.5672  C1 1.090
8 H -5.4309 -19.1216 1.0134  C1 1.090
9 H -4.8901 -19.0234 3.2769  C2 1.090
10 H -6.6522 -18.6869 3.8200  C2 1.090
11 C -5.8411 -20.3660 6.5840  C12 1.565, H18 1.090, H19 1.090, H20 1.090
12 C -4.4889 -20.7647 5.9045  C11 1.565, C13 1.514, O17 1.449, H21 1.090
13 C -3.7558 -21.8929 6.5982  C12 1.514, O14 1.454, H22 1.090, H23 1.090
14 O -3.6723 -22.9857 5.6423  C13 1.454, C15 1.361
15 C -4.0501 -22.5156 4.4221  O14 1.361, O16 1.263, O17 1.337
16 O -4.0503 -23.1835 3.3500  C15 1.263
17 O -4.5206 -21.2698 4.5463  C12 1.449, C15 1.337
18 H -5.9335 -19.2799 6.5911  C11 1.090
19 H -5.8482 -20.7494 7.6043  C11 1.090
20 H -6.7033 -20.7323 6.0267  C11 1.090
21 H -3.7857 -19.9319 5.9170  C12 1.090
22 H -4.2923 -22.1295 7.5170  C13 1.090
23 H -2.7453 -21.6138 6.8968  C13 1.090
24 C -3.9948 -14.4993 -2.4750  C25 1.515, H31 1.090, H32 1.090, H33 1.090
25 C -5.0528 -15.5024 -2.0647  C24 1.515, C26 1.472, O30 1.422, H34 1.090
26 C -6.4200 -14.9623 -1.9867  C25 1.472, O27 1.429, H35 1.090, H36 1.090
27 O -7.2047 -15.8773 -2.7550  C26 1.429, C28 1.351
28 C -6.4035 -16.8138 -3.3087  O27 1.351, O29 1.234, O30 1.354
29 O -6.8108 -17.6599 -4.1096  C28 1.234
30 O -5.1074 -16.5728 -2.9999  C25 1.422, C28 1.354
31 H -3.8292 -13.6140 -1.8609  C24 1.090
32 H -4.2097 -14.0257 -3.4329  C24 1.090
33 H -3.0397 -14.9989 -2.6370  C24 1.090
34 H -4.7442 -15.9719 -1.1307  C25 1.090
35 H -6.4174 -13.9166 -2.2943  C26 1.090
36 H -6.7642 -15.0571 -0.9568  C26 1.090
37 C -7.3353 -22.9488 3.2624  C38 1.577, H44 1.090, H45 1.090, H46 1.090
38 C -8.7977 -23.4793 3.5206  C37 1.577, C39 1.469, O43 1.398, H47 1.090
39 C -9.3179 -24.4227 2.5214  C38 1.469, O40 1.497, H48 1.090, H49 1.090
40 O -9.6573 -25.6034 3.3771  C39 1.497, C41 1.336
41 C -9.2647 -25.3694 4.6324  O40 1.336, O42 1.225, O43 1.306
42 O -9.3405 -26.1082 5.6060  C41 1.225
43 O -8.6726 -24.2077 4.7068  C38 1.398, C41 1.306
44 H -6.9631 -22.4904 4.1787  C37 1.090
45 H -7.2998 -22.0837 2.6002  C37 1.090
46 H -6.6902 -23.7554 2.9143  C37 1.090
47 H -9.4791 -22.6606 3.7521  C38 1.090
48 H -8.4765 -24.6961 1.8847  C39 1.090
49 H -10.1571 -24.0316 1.9461  C39 1.090
50 C -2.1470 -14.4553 3.6324  C51 1.516, H57 1.090, H58 1.090, H59 1.090
51 C -3.0362 -15.3192 2.7600  C50 1.516, C52 1.549, O56 1.441, H60 1.090
52 C -3.0708 -14.9007 1.2686  C51 1.549, O53 1.431, H61 1.090, H62 1.090
53 O -3.0629 -16.1396 0.5519  C52 1.431, C54 1.367
54 C -2.7569 -17.1323 1.4403  O53 1.367, O55 1.255, O56 1.302
55 O -2.7329 -18.3584 1.1728  C54 1.255
56 O -2.5864 -16.6837 2.6507  C51 1.441, C54 1.302
57 H -2.6186 -13.4972 3.8509  C50 1.090
58 H -1.1486 -14.2420 3.2506  C50 1.090
59 H -1.9089 -14.9845 4.5551  C50 1.090
60 H -4.0303 -15.3118 3.2071  C51 1.090
61 H -2.3031 -14.1457 1.0990  C52 1.090
62 H -4.0304 -14.4114 1.1015  C52 1.090

Calculated values
HOMO-LUMO gap: 10.75 eV
energy above the lowest of the compared OMol25 structures with the same formula, charge and spin: 206.3 kJ/mol
2S+1: 1
total energy: -50868.6288 eV
M: 496.42 u
max |F|: 5.37 eV/Å

***

> What is the formula in the third record?

C19H28O15

***

> Which value of total energy does entry 3 give?

-50868.6288 eV